Record 1
A structure of composition C5H7N4OS in a non-equilibrium geometry. Source: OMol25; level of theory: ωB97M-V/def2-TZVPD.

Structure (XYZ):
```
18
Properties=species:S:1:pos:R:3:forces:R:3
C -0.068 -1.766 0.856 -0.102 0.302 -0.231
C -2.187 -1.403 -0.068 -0.461 -0.314 0.053
C 0.460 1.593 0.927 0.009 -0.101 -0.067
C 0.660 -0.571 0.225 0.703 -0.686 -0.758
C -0.158 0.230 -0.767 -4.091 -1.540 0.153
N -1.252 -2.128 0.682 0.373 -0.725 0.715
N -2.040 -0.350 -0.710 3.405 2.124 -0.831
N 0.989 0.431 1.226 -0.096 0.243 0.327
N -0.210 1.546 -0.204 0.304 0.124 0.019
O 0.135 0.121 -2.070 0.203 0.211 -0.107
S 2.206 -1.326 -0.489 -0.267 0.140 0.318
H 0.561 -2.374 1.491 0.209 -0.138 0.128
H -3.178 -1.854 -0.041 -0.056 0.061 -0.045
H 0.557 2.477 1.537 0.035 0.085 0.047
H 1.607 0.237 2.002 -0.085 0.228 -0.010
H -0.712 2.308 -0.634 -0.043 0.063 0.144
H -0.620 0.355 -2.637 -0.019 -0.164 0.240
H 1.997 -0.916 -1.741 -0.023 0.086 -0.096
```
Forces are in eV/Å.

Summary:
- Calculated total energy: -886.8554 hartree
- Largest force on an atom: 4.4 eV/Å
- HOMO: -13.44 eV
- Net charge: +1
- Energy above the lowest of the compared OMol25 structures with the same formula, charge and spin: 25.8 kcal per mole
- Frontier orbital gap: 9.00 eV

***

Record 2
A structure of composition C5H7N5O2 in a non-equilibrium geometry. Source: OMol25; level of theory: ωB97M-V/def2-TZVPD.

Structure (XYZ):
```
19
Properties=species:S:1:pos:R:3:forces:R:3
C 2.956 -1.247 0.161 1.968 -0.944 2.155
C 0.791 -0.539 -0.160 8.447 3.709 -1.359
C 0.477 1.775 0.051 -0.435 -2.592 -1.920
C -1.394 0.402 -0.096 3.509 1.288 -0.411
C -0.446 -0.811 -0.148 -7.151 5.419 0.307
H 3.721 -2.116 -0.008 -1.970 1.347 -0.124
H 2.778 -1.388 1.559 0.958 1.354 -4.346
H 3.476 -0.230 -0.407 -1.992 -2.920 2.329
H 1.795 3.633 0.894 -2.979 -2.024 -3.510
H -0.199 3.700 1.356 1.876 -1.295 -3.688
H -3.257 1.305 -0.221 1.653 -1.778 0.538
H -3.203 -0.462 0.093 0.400 0.441 -0.657
N 1.372 0.745 -0.186 -2.028 0.235 1.204
N 0.700 3.142 -0.100 3.184 4.133 7.343
N -0.849 1.659 -0.001 -1.365 -2.824 0.284
N -2.696 0.399 -0.132 -3.204 0.167 0.064
N -0.859 -1.939 0.333 2.253 -3.833 1.132
O 1.612 -1.606 -0.324 1.928 1.823 0.615
O -1.998 -2.140 0.134 -5.052 -1.705 0.043
```
Forces are in eV/Å.

Summary:
- Calculated total energy: -618.5728 hartree
- Largest force on an atom: 9.3 eV/Å
- HOMO: -8.77 eV
- Energy above the lowest of the compared OMol25 structures with the same formula, charge and spin: 290.7 kcal per mole
- Frontier orbital gap: 7.28 eV

***

Record 3
The ion C5H7N6 with charge -1 in a non-equilibrium geometry. Source: OMol25; level of theory: ωB97M-V/def2-TZVPD.

Structure (XYZ):
```
18
Properties=species:S:1:pos:R:3:forces:R:3
C 0.633 0.574 -0.157 -3.476 -0.249 1.178
C -0.608 0.178 -0.584 1.423 -0.978 0.191
C -0.693 0.007 2.565 -1.472 -0.508 -0.816
C -0.848 0.239 -2.122 -1.105 -0.038 0.039
C 2.677 -0.187 -1.327 3.831 -0.070 -1.317
N -1.620 -0.114 0.233 -1.953 -0.206 -3.020
N -2.321 -1.287 2.045 -2.119 -0.183 -0.472
N -1.162 -0.546 3.697 1.191 1.904 -0.971
N -2.188 -1.248 3.335 -0.588 -2.137 -0.165
N -1.503 -0.420 1.486 2.934 0.558 4.505
N 1.874 0.583 -0.592 2.619 3.561 0.849
H -1.223 1.257 -2.219 0.731 0.487 -0.709
H 0.091 -0.017 -2.617 -0.015 0.743 -0.085
H -1.646 -0.288 -2.738 0.614 -0.319 1.680
H 2.433 -1.077 -1.765 -1.279 -2.028 -0.803
H 3.780 0.067 -1.479 -1.827 0.123 0.506
H -0.033 0.828 2.533 0.760 0.348 -0.319
H 2.357 1.452 -0.293 -0.267 -1.007 -0.270
```
Forces are in eV/Å.

Summary:
- Calculated total energy: -523.0143 hartree
- Spin multiplicity: 3
- Largest force on an atom: 5.4 eV/Å
- HOMO (alpha / beta): -1.62 / -2.93 eV
- Net charge: -1
- ⟨S²⟩: 2.009
- Frontier orbital gap (alpha / beta): 5.16 / 6.05 eV

***

Record 4
An isolated molecule of C5H7NO in a non-equilibrium geometry. Source: OMol25; level of theory: ωB97M-V/def2-TZVPD.

Structure (XYZ):
```
14
Properties=species:S:1:pos:R:3:forces:R:3
C -1.793 0.140 0.529 -0.181 0.021 0.112
N -0.408 -0.122 0.225 0.104 0.035 0.033
C 0.169 -1.370 0.041 -0.065 -0.223 0.246
C 1.455 -1.168 -0.328 -0.198 -0.469 0.085
C 1.682 0.233 -0.516 -0.414 -0.402 -0.034
C 0.501 0.831 -0.086 -0.198 -0.356 -0.108
O 0.114 2.111 0.149 0.178 -0.001 -0.457
H -2.218 0.808 -0.222 0.000 -0.030 0.083
H -1.905 0.598 1.510 -0.045 -0.002 0.048
H -2.330 -0.807 0.503 0.001 0.062 0.065
H -0.425 -2.267 0.087 -0.008 0.003 0.357
H 2.237 -1.886 -0.528 -0.368 -0.230 -0.226
H 2.024 0.226 -1.537 1.260 1.755 -0.085
H 0.897 2.674 0.173 -0.066 -0.164 -0.120
```
Forces are in eV/Å.

Summary:
- Calculated total energy: -324.6538 hartree
- Largest force on an atom: 2.2 eV/Å
- HOMO: -7.69 eV
- Energy above the lowest of the compared OMol25 structures with the same formula, charge and spin: 44.3 kcal per mole
- Frontier orbital gap: 8.47 eV

***

Record 5
A structure of composition C5H7NO in a non-equilibrium geometry. Source: OMol25; level of theory: ωB97M-V/def2-TZVPD.

Structure (XYZ):
```
14
Properties=species:S:1:pos:R:3:forces:R:3
C -0.008 -0.521 1.310 -1.862 -0.521 2.169
C -0.517 -1.002 -0.012 -1.601 -6.362 0.995
C 1.082 0.028 0.345 0.475 -2.428 3.725
C 0.315 0.871 -0.641 11.729 -0.468 -2.781
C -0.920 0.128 -0.872 0.900 0.447 -3.649
H 0.342 -1.449 1.980 -0.676 2.464 -1.583
H -0.791 0.048 1.762 0.104 1.097 1.238
H -1.053 -2.069 -0.120 0.494 2.668 0.261
H 2.048 0.099 0.907 -0.412 0.807 -1.492
H 1.034 1.353 -1.434 -1.568 -1.221 0.889
H -0.903 2.287 -0.782 -1.197 1.088 -1.062
H -0.797 0.093 -2.002 -1.456 -0.554 1.329
N -0.719 1.473 -0.275 -6.667 2.537 3.992
O 0.887 -1.338 -0.166 1.735 0.446 -4.030
```
Forces are in eV/Å.

Summary:
- Calculated total energy: -324.4888 hartree
- Largest force on an atom: 12.1 eV/Å
- HOMO: -9.02 eV
- Energy above the lowest of the compared OMol25 structures with the same formula, charge and spin: 147.9 kcal per mole
- Frontier orbital gap: 9.90 eV

***

Record 6
An isolated molecule of C5H7NO. Source: OMol25; level of theory: ωB97M-V/def2-TZVPD.

Structure (XYZ):
```
14
Properties=species:S:1:pos:R:3:forces:R:3
C 0.728 -1.081 -1.581 0.023 0.008 -0.086
C 0.418 0.503 0.287 -0.072 0.044 0.038
C 0.325 1.728 0.702 0.387 -0.205 -0.040
O -0.899 2.449 0.754 -0.453 -0.296 0.084
C -1.964 1.786 1.128 0.165 0.507 -0.159
C 0.465 -0.744 -0.134 0.043 0.205 -0.070
N 0.336 -1.832 0.727 -0.180 -0.024 0.076
H 1.362 -0.322 -2.042 -0.117 -0.070 0.035
H -0.207 -1.134 -2.149 0.102 -0.029 0.135
H 1.237 -2.046 -1.659 -0.057 0.121 0.035
H 1.138 2.370 1.027 -0.096 -0.101 -0.001
H -2.747 2.585 1.050 0.110 -0.222 0.022
H -0.062 -2.655 0.295 0.080 0.086 -0.002
H -0.133 -1.607 1.595 0.065 -0.026 -0.068
```
Forces are in eV/Å.

Summary:
- Calculated total energy: -324.5411 hartree
- Largest force on an atom: 0.6 eV/Å
- HOMO: -8.57 eV
- Energy above the lowest of the compared OMol25 structures with the same formula, charge and spin: 115.1 kcal per mole
- Frontier orbital gap: 9.37 eV

***

> Which value of largest force on an atom does entry 1 give?

4.4 eV/Å